[1]
This record from the OMol25 dataset describes a structure of composition C45H38IrN8O5P2Se3. The level of theory is ωB97M-V/def2-TZVPD.

The value obtained for the maximum force is 2.6 eV/A. Its spin multiplicity is 2. The calculated total energy comes out at -286891.3649 eV. The energy above the lowest of the compared OMol25 structures with the same formula, charge and spin is 202.75 kJ/mol. The HOMO energy (alpha / beta) comes out at -7.71 / -7.63 eV.

Last column: Mulliken spin population.
Atoms and positions in Å:
Ir (0.78890, -1.32459, 1.34504)  0.641
O (-1.09185, -2.08092, 1.37047)  -0.001
C (-1.67712, -2.79390, 0.39302)  0.021
C (-2.95931, -2.40254, -0.00498)  0.007
C (-3.67687, -3.15180, -0.91685)  -0.007
C (-3.13068, -4.31104, -1.47060)  0.008
C (-1.84993, -4.67682, -1.11443)  -0.006
C (-1.10973, -3.92116, -0.19904)  -0.025
C (0.24859, -4.30452, 0.09118)  -0.007
N (1.05832, -3.57695, 0.74138)  0.150
N (2.36183, -4.02822, 0.81639)  0.041
C (3.07478, -3.14243, 1.42169)  0.019
O (2.59586, -2.07799, 2.00808)  0.042
C (4.54950, -3.33982, 1.49954)  0.002
C (5.18587, -4.34269, 0.77177)  0.002
C (6.56485, -4.47045, 0.83165)  0.000
C (7.31547, -3.59987, 1.61536)  0.000
C (6.68380, -2.59142, 2.32871)  -0.001
C (5.30326, -2.45838, 2.26647)  0.001
H (-3.36971, -1.50365, 0.44147)  0.000
H (-4.66771, -2.82668, -1.20956)  -0.001
H (-3.70044, -4.90743, -2.17099)  0.000
H (-1.38823, -5.55400, -1.55661)  0.000
H (0.63287, -5.23692, -0.32248)  0.012
H (4.58804, -4.99961, 0.15404)  -0.001
H (7.05844, -5.25093, 0.26585)  0.000
H (8.39257, -3.70343, 1.66065)  0.000
H (7.26754, -1.90640, 2.93053)  0.000
H (4.79923, -1.65924, 2.79621)  -0.001
Se (-4.68689, 1.04728, -1.88442)  0.000
P (-3.22729, 2.33150, -1.07311)  0.000
C (-2.44616, 3.45120, -2.25809)  0.000
C (-1.13386, 3.88136, -2.08957)  0.000
C (-0.57662, 4.77671, -2.99514)  0.000
C (-1.33248, 5.24462, -4.05995)  0.000
C (-2.64824, 4.82444, -4.22256)  0.000
C (-3.20592, 3.92689, -3.32496)  0.000
C (-3.92719, 3.43755, 0.18675)  0.000
C (-3.62513, 4.79388, 0.21310)  -0.001
C (-4.18755, 5.61136, 1.18828)  0.000
C (-5.04575, 5.07353, 2.13272)  0.000
C (-5.34867, 3.71574, 2.10659)  0.000
C (-4.79659, 2.90005, 1.13482)  0.000
C (-1.90284, 1.44705, -0.20307)  0.004
C (-0.88004, 0.56312, -0.53975)  0.014
N (-0.39851, 0.12604, 0.65021)  0.002
N (-1.04785, 0.72181, 1.64500)  0.010
N (-1.95471, 1.51469, 1.15026)  0.001
P (-0.10456, -0.06088, -2.01444)  0.001
Se (1.20447, -1.62974, -1.41963)  0.018
C (0.90200, 1.25689, -2.74416)  0.001
C (1.74331, 1.94458, -1.86358)  0.000
C (2.64901, 2.86904, -2.35349)  0.000
C (2.72904, 3.10604, -3.72211)  0.000
C (1.92294, 2.39688, -4.59847)  0.001
C (1.01685, 1.45967, -4.11451)  0.000
C (-1.31574, -0.55784, -3.23936)  -0.002
C (-1.56548, -1.91321, -3.43125)  -0.001
C (-2.43194, -2.31659, -4.43439)  0.000
C (-3.03339, -1.37361, -5.25571)  0.000
C (-2.78857, -0.02074, -5.06436)  0.000
C (-1.93857, 0.39111, -4.05143)  0.000
H (-0.55011, 3.52717, -1.24997)  0.001
H (0.44621, 5.10316, -2.86538)  0.000
H (-0.89645, 5.94205, -4.76506)  0.000
H (-3.23857, 5.19720, -5.05018)  0.000
H (-4.22394, 3.57591, -3.44760)  0.000
H (-2.95502, 5.22126, -0.52144)  0.000
H (-3.95037, 6.66752, 1.20773)  0.000
H (-5.48377, 5.71189, 2.89007)  0.000
H (-6.01827, 3.29519, 2.84606)  0.000
H (-5.03704, 1.84548, 1.09976)  0.000
H (1.71524, 1.72562, -0.80164)  -0.002
H (3.30536, 3.38984, -1.66752)  0.000
H (3.43664, 3.83131, -4.10547)  0.000
H (2.00525, 2.55826, -5.66574)  0.000
H (0.42363, 0.88141, -4.80934)  0.000
H (-1.08154, -2.64310, -2.79540)  0.004
H (-2.62971, -3.37122, -4.57830)  0.000
H (-3.70371, -1.69245, -6.04467)  0.000
H (-3.26717, 0.71976, -5.69236)  0.000
H (-1.76152, 1.44715, -3.89782)  0.000
O (2.27005, 0.47692, 0.90669)  0.009
N (2.42285, 0.94269, 2.09143)  0.011
O (3.14721, 1.89007, 2.30910)  0.002
O (1.77491, 0.35642, 2.98414)  0.031
C (2.77596, -3.56164, 4.91404)  0.000
N (2.32290, -2.22749, 5.30802)  -0.002
C (2.96778, -1.40236, 6.19889)  -0.001
C (2.24386, -0.26431, 6.27294)  0.000
N (1.16963, -0.41251, 5.43392)  -0.002
C (0.12435, 0.59700, 5.24768)  -0.001
C (1.22674, -1.61160, 4.83362)  0.009
Se (-0.01017, -2.30988, 3.59388)  -0.007
H (3.50709, -3.90344, 5.64158)  0.000
H (3.22498, -3.52309, 3.92748)  0.000
H (1.93144, -4.24236, 4.89085)  0.000
H (3.87501, -1.69256, 6.69813)  0.000
H (2.40699, 0.63373, 6.84158)  0.000
H (-0.45894, 0.68305, 6.16332)  0.000
H (-0.51583, 0.29779, 4.42399)  0.000
H (0.59282, 1.54357, 4.99878)  0.000

***

[2]
This record from the OMol25 dataset describes a structure of composition C45H39AsCdN3O6PS3. The level of theory is ωB97M-V/def2-TZVPD.

The charge is -2. The value obtained for the maximum force is 0.4 eV/A. Its spin multiplicity is 1. The calculated total energy comes out at -171255.3314 eV. The energy above the lowest of the compared OMol25 structures with the same formula, charge and spin is 0.00 kJ/mol. The HOMO energy comes out at -1.35 eV.

Last column: Mulliken charge in e.
Atoms and positions in Å:
Cd (-0.46698, -1.45080, 0.67891)  1.698
O (4.95275, -4.13139, 2.15783)  -0.608
C (3.92510, -3.34174, 1.70879)  0.938
C (3.44705, -3.43980, 0.40943)  -0.569
C (2.38120, -2.64137, 0.04585)  -0.025
N (1.83808, -1.77305, 0.89611)  1.243
C (2.30478, -1.67336, 2.13820)  -0.204
C (3.36056, -2.44035, 2.59612)  -0.828
C (1.58292, -0.66207, 3.02765)  0.014
O (2.21223, -0.24640, 4.00889)  -0.820
O (0.42459, -0.35200, 2.63704)  -0.695
C (1.73581, -2.74931, -1.33906)  -0.017
O (2.40641, -3.32892, -2.20873)  -0.850
O (0.60509, -2.21254, -1.43133)  -0.704
H (5.23540, -4.68876, 1.42327)  0.299
H (3.85585, -4.12842, -0.32098)  0.465
H (3.71025, -2.32996, 3.61215)  0.575
S (-5.26825, -1.26609, 0.80939)  -0.456
C (-3.58086, -1.41200, 0.80526)  0.036
S (-2.66531, -1.97182, 2.15895)  -0.477
S (-2.64639, -1.05793, -0.63445)  -0.566
C (-2.38876, -7.85592, 0.97867)  -1.250
N (-2.43108, -6.45461, 1.38580)  -0.136
N (-1.14921, -5.93149, 1.62006)  0.394
C (-1.00199, -4.70933, 0.95335)  0.143
O (-0.03146, -3.98448, 1.08798)  -0.262
C (-2.21867, -4.53957, 0.18364)  -0.323
C (-3.01257, -5.57916, 0.45142)  0.076
C (-4.37943, -5.86458, -0.06683)  -1.697
C (-0.45996, -6.29255, 2.79192)  0.370
C (0.89525, -5.98379, 2.91176)  -0.403
C (1.57265, -6.33477, 4.06786)  -0.508
C (0.92935, -7.00662, 5.10088)  -0.468
C (-0.41819, -7.30924, 4.97176)  -0.663
C (-1.11826, -6.94859, 3.82837)  -0.187
H (-1.92135, -8.45034, 1.76131)  0.422
H (-1.82741, -7.98782, 0.04585)  0.316
H (-3.41074, -8.20433, 0.84139)  0.431
H (-2.43394, -3.66423, -0.41472)  0.713
H (-4.77058, -4.96416, -0.53670)  0.395
H (-5.04864, -6.14640, 0.74802)  0.376
H (-4.37501, -6.67050, -0.80576)  0.299
H (1.39350, -5.44772, 2.11683)  0.316
H (2.61922, -6.06940, 4.15573)  0.384
H (1.46853, -7.27622, 6.00006)  0.372
H (-0.94307, -7.81067, 5.77608)  0.347
H (-2.18042, -7.13479, 3.75018)  0.483
C (-0.01734, 2.49321, -2.87234)  -1.266
C (0.72208, 3.76763, -2.48472)  -0.851
As (0.37944, 5.23689, -3.73406)  0.216
C (-1.51871, 5.45344, -3.32741)  0.077
C (-2.44534, 5.25747, -4.34663)  -0.354
C (-3.80953, 5.32862, -4.08582)  -0.496
C (-4.25374, 5.60151, -2.80010)  -0.483
C (-3.33411, 5.80174, -1.77754)  -0.574
C (-1.97381, 5.72599, -2.03916)  0.078
C (1.03465, 6.72068, -2.63553)  -0.035
C (1.88421, 6.53783, -1.54840)  0.024
C (2.33468, 7.63067, -0.81178)  -0.682
C (1.94237, 8.91457, -1.15495)  -0.377
C (1.09861, 9.10717, -2.24351)  -0.571
C (0.65481, 8.01793, -2.97769)  -0.365
P (0.01996, 1.14463, -1.57572)  -0.079
C (-0.64946, 2.07638, -0.14755)  1.339
C (-0.08310, 2.15719, 1.12052)  0.241
C (-0.78846, 2.71036, 2.18519)  -0.664
C (-2.07177, 3.19059, 1.99634)  -0.782
C (-2.66264, 3.09159, 0.74026)  -0.741
C (-1.96455, 2.53207, -0.31360)  -1.179
C (1.85450, 1.06342, -1.40092)  1.027
C (2.44596, 0.14994, -2.28037)  -1.133
C (3.81211, -0.08747, -2.25900)  -0.496
C (4.62023, 0.57963, -1.34582)  -0.468
C (4.04939, 1.48770, -0.46666)  -0.822
C (2.67935, 1.72651, -0.49414)  -0.320
H (0.41485, 2.05009, -3.77278)  0.700
H (-1.06987, 2.68988, -3.09030)  0.608
H (1.79794, 3.58619, -2.47357)  0.800
H (0.42382, 4.09347, -1.48523)  0.278
H (-2.09958, 5.03403, -5.34941)  0.309
H (-4.52251, 5.15706, -4.88277)  0.387
H (-5.31510, 5.63839, -2.58885)  0.366
H (-3.67416, 5.98924, -0.76692)  0.398
H (-1.26754, 5.86088, -1.22782)  0.283
H (2.19560, 5.54255, -1.25785)  0.406
H (2.98483, 7.46920, 0.03920)  0.380
H (2.28699, 9.76264, -0.57616)  0.355
H (0.78441, 10.10715, -2.51773)  0.361
H (-0.00962, 8.17670, -3.82040)  0.327
H (0.87709, 1.71198, 1.33227)  -0.254
H (-0.33814, 2.70331, 3.16928)  0.408
H (-2.63347, 3.58960, 2.83223)  0.344
H (-3.69099, 3.39824, 0.59235)  0.582
H (-2.47115, 2.39425, -1.26281)  0.312
H (1.81390, -0.43824, -2.93666)  0.303
H (4.22998, -0.83887, -2.91626)  0.386
H (5.68290, 0.37222, -1.30261)  0.354
H (4.66449, 2.00482, 0.26028)  0.408
H (2.26748, 2.44666, 0.19940)  0.547